The following is a quantum chemistry calculation of C4H3NO in the gas phase, from the Open Molecules 2025 dataset.

Positions of all 9 atoms, in Å:
1 C 0.49794 1.26497 -0.21219
2 C 0.17437 -0.02605 0.11827
3 C 1.15930 -1.00938 0.07668
4 N 1.88788 -1.87823 -0.03323
5 C -1.24568 -0.52625 0.13263
6 O -1.50317 -1.71652 -0.27526
7 H 1.53789 1.64847 -0.34222
8 H -0.35407 2.00511 -0.20042
9 H -2.15446 0.23787 0.73574

SMILES = C=C(C#N)C=O
Charge = 0

***

The following is a quantum chemistry calculation of C2H3BrSi in the gas phase, from the Open Molecules 2025 dataset.

Positions of all 7 atoms, in Å:
1 Br 3.66070 0.77591 -0.17761
2 C 1.74051 0.17117 -0.07226
3 C 1.00516 -0.97232 -0.33520
4 Si -0.04141 0.60101 0.11075
5 H 1.10658 -2.01606 -0.25000
6 H -1.21071 1.09957 -0.79958
7 H -0.13895 0.99202 1.54027

SMILES = BrC1=C[SiH2]1
Charge = 0

***

The following is a quantum chemistry calculation of a gas-phase ion, C5H8NOS2 (charge +1), from the Open Molecules 2025 dataset.

Positions of all 17 atoms, in Å:
1 C 1.38277 -0.33591 -0.06223
2 C -0.67842 -1.28870 -0.49151
3 C 0.14327 -2.47614 -0.03730
4 C 0.75857 2.19514 0.03178
5 C -0.49625 1.21350 0.06600
6 N 0.05969 -0.14534 0.04656
7 O -1.01892 1.31981 1.33720
8 S 1.85724 -1.98030 -0.19037
9 S 2.22703 1.12854 -0.01021
10 H -0.78289 -1.29413 -1.70826
11 H -1.67418 -1.46938 -0.14814
12 H 0.04262 -2.57488 1.08080
13 H -0.04765 -3.29762 -0.76244
14 H 0.68190 2.83393 -0.91306
15 H 0.68327 2.82380 0.86677
16 H -1.34931 1.41258 -0.50187
17 H -1.78874 1.93509 1.39628

Charge = +1

***

The following is a quantum chemistry calculation of a molecular structure, C32H24ClF3N5O16P2S2W, from the Open Molecules 2025 dataset.

Positions of all 86 atoms, in Å:
1 W -1.28703 -0.03489 -0.10413
2 O -0.82522 -7.10588 3.18597
3 N -0.19215 -6.41395 2.42456
4 O 0.76941 -6.76853 1.77378
5 C -0.61669 -5.00364 2.28767
6 C -1.15130 -4.43228 3.37919
7 C -1.52698 -3.05580 3.35129
8 C -2.11126 -2.41623 4.45447
9 C -2.47432 -1.10481 4.33003
10 C -2.22279 -0.43634 3.12943
11 N -1.63199 -1.00461 2.09101
12 C -1.31841 -2.31485 2.18579
13 C -0.79028 -2.94713 1.02406
14 N -0.66456 -2.17646 -0.08775
15 C -0.19565 -2.74229 -1.19436
16 C 0.14420 -4.08919 -1.26107
17 C 0.03335 -4.87569 -0.15012
18 C -0.43235 -4.29871 1.04722
19 H -1.29314 -5.01529 4.27859
20 H -2.28215 -2.96654 5.37046
21 H -2.95523 -0.56725 5.13399
22 H -2.53632 0.59058 3.03904
23 H -0.09755 -2.12031 -2.06352
24 H 0.48334 -4.49021 -2.20451
25 H 0.29786 -5.92015 -0.18561
26 C 6.23137 2.28498 -1.26453
27 C 5.09654 1.65725 -0.50776
28 C 5.00764 0.27231 -0.38048
29 C 3.96478 -0.31977 0.31250
30 C 3.00544 0.49114 0.89988
31 C 3.07696 1.87408 0.80190
32 C 4.11650 2.44715 0.09098
33 S 1.72096 -0.25240 1.83833
34 O 1.84699 0.14269 3.21009
35 O 1.64914 -1.64095 1.49666
36 N 0.33120 0.45845 1.28455
37 C -0.31362 1.47954 1.92258
38 C 0.01108 2.32905 2.97950
39 C -0.93828 3.26652 3.33067
40 C -2.17160 3.34639 2.67280
41 C -2.43244 2.47669 1.64640
42 N -1.50214 1.56876 1.30215
43 H 6.50243 1.68894 -2.13605
44 H 7.11685 2.35856 -0.63015
45 H 5.97757 3.28948 -1.60060
46 H 5.76287 -0.35365 -0.84058
47 H 3.88919 -1.39508 0.40072
48 H 2.32727 2.50435 1.26535
49 H 4.16946 3.52491 -0.00184
50 H 0.95195 2.23599 3.49659
51 H -0.72278 3.95202 4.14007
52 H -2.90925 4.08392 2.95037
53 H -3.35857 2.46571 1.09418
54 O -2.73383 -0.22717 -4.16062
55 P -2.68575 -1.12020 -2.90342
56 O -2.49723 -2.56206 -3.10746
57 O -1.56087 -0.50842 -1.97016
58 O -4.05358 -0.83150 -2.11139
59 P -4.27649 -1.40416 -0.62718
60 O -3.93206 -2.93348 -0.74607
61 O -5.52326 -1.04161 0.00621
62 O -3.00131 -0.79958 0.13716
63 H -2.63209 0.73527 -3.95481
64 H -3.48299 -3.16055 -1.59275
65 Cl 4.78911 3.49722 -4.87068
66 C 3.58600 2.75293 -3.88602
67 C 3.65828 1.38573 -3.65036
68 C 2.70819 0.79405 -2.84166
69 C 1.69325 1.57200 -2.29001
70 C 1.61271 2.94045 -2.55298
71 C 2.56889 3.53627 -3.34990
72 C 0.69382 0.95715 -1.44246
73 O -0.30034 1.61007 -0.97195
74 O 0.68108 -0.26145 -1.09414
75 H 4.45337 0.80463 -4.09589
76 H 2.74791 -0.26680 -2.63391
77 H 0.80120 3.52285 -2.13467
78 H 2.53268 4.59393 -3.56861
79 F -4.71117 4.01555 -2.61852
80 C -4.53109 2.91789 -1.90061
81 F -5.03087 3.10345 -0.67843
82 F -5.15007 1.89987 -2.47829
83 S -2.72157 2.58878 -1.78022
84 O -2.30003 2.21916 -3.10985
85 O -2.14637 3.74812 -1.17964
86 O -2.78579 1.39503 -0.85044

Charge = +1

***

The following is a quantum chemistry calculation of C5H8P2 in the gas phase, from the Open Molecules 2025 dataset.

Positions of all 15 atoms, in Å:
1 H 2.30608 2.42461 -0.68850
2 P 1.45892 1.65472 0.10473
3 C 2.14140 0.13904 -0.30170
4 C 1.73995 -1.09239 0.43020
5 P 0.28770 -2.10557 -0.32383
6 C -0.89435 -0.82461 -0.47986
7 C -1.75638 0.01003 -0.27736
8 C -2.79797 0.98618 -0.11811
9 H 2.96888 0.23792 -0.96416
10 H 2.57809 -1.68038 0.66211
11 H 1.53487 -0.67836 1.37859
12 H -0.17288 -2.73820 0.88611
13 H -3.45250 0.92785 -1.10651
14 H -3.48520 0.68390 0.77246
15 H -2.45660 2.05526 0.02582

SMILES = [H]/P=C/CPC#CC
Charge = 0

***

The following is a quantum chemistry calculation of a molecular structure, C4H6FN, from the Open Molecules 2025 dataset.

Positions of all 12 atoms, in Å:
1 C 1.76229 -0.42734 -0.16243
2 C 0.44353 -0.70207 -0.05903
3 C -0.72292 -0.83067 0.04865
4 C -2.23294 -0.32966 0.01120
5 H 1.48253 1.37129 1.13629
6 H 0.75687 1.86676 -0.46988
7 H 2.39679 -0.79094 -1.00714
8 H 2.20603 -0.79717 0.82265
9 H -2.56818 -0.89161 -0.84688
10 H -2.97261 -0.76829 0.70306
11 N 1.87514 1.23161 -0.05397
12 F -2.42652 1.06808 -0.12254

Charge = 0

***

The following is a quantum chemistry calculation of 5 unconnected molecules or ions with the total composition BrH8O4, from the Open Molecules 2025 dataset.

Positions of all 13 atoms, in Å:
1 Br 12.59600 5.60400 -26.78900
2 O 9.21500 6.83600 -26.27500
3 H 9.33300 7.74800 -26.54600
4 H 10.09200 6.45200 -26.47800
5 O 13.01600 2.69400 -24.89500
6 H 13.47700 1.87200 -25.07400
7 H 13.08500 3.24700 -25.63500
8 O 12.63900 8.20500 -24.48000
9 H 13.12800 8.09400 -23.66500
10 H 12.84100 7.49500 -25.07800
11 O 15.02700 5.40800 -24.99100
12 H 15.37100 6.27000 -24.81400
13 H 14.21400 5.64000 -25.51300

Charge = -1

***

Taking the records one at a time from the top gives LUMO level values of -1.00; 0.12; -4.24; -4.68; 0.13; 0.69; 3.83 eV.
Taking the records one at a time from the top gives energy above the lowest of the compared OMol25 structures with the same formula, charge and spin values of 128.3; 174.0; 11.9; 0.0; 221.2; 520.4; 48.2 kJ/mol.